Entry 1:
# C13H19NO3S

One molecule with the formula C13H19NO3S (ωB97M-V/def2-TZVPD, the Open Molecules 2025 dataset).

Structure (XYZ):
```
37
Properties=species:S:1:pos:R:3:forces:R:3:mulliken_charge:R:1
N 1.155 -0.566 -3.906 0.266 -0.452 0.235 -0.27
C 0.602 0.296 -4.783 -0.321 0.035 0.316 0.36
O 0.794 0.224 -5.978 0.030 0.140 -0.432 -0.66
C -0.274 1.373 -4.159 0.084 0.138 -0.232 -0.24
C 0.530 2.661 -3.952 0.121 -0.084 0.048 -0.82
C 1.550 2.593 -2.815 -0.167 0.108 0.036 -0.56
C 0.913 2.655 -1.423 0.119 -0.104 -0.166 -0.50
C 0.306 1.352 -0.967 0.085 0.303 -0.017 0.63
O 0.783 0.257 -1.150 -0.004 -0.128 0.109 -0.76
O -0.831 1.558 -0.303 -0.068 0.276 0.026 -0.34
C -1.492 0.418 0.247 -0.001 -0.526 0.245 -0.65
C -0.886 0.015 1.588 -0.184 0.084 -0.326 -0.32
C -1.661 -1.146 2.220 0.184 0.228 -0.140 -0.74
C -1.069 -1.532 3.532 0.207 -0.231 -0.006 0.25
C -1.562 -1.318 4.780 -0.021 -0.001 -0.253 -0.59
C -0.713 -1.796 5.806 0.193 -0.084 0.131 -0.41
C 0.418 -2.363 5.320 0.138 -0.054 -0.250 -0.49
S 0.471 -2.329 3.602 -0.434 0.194 0.312 -0.11
H 1.775 -1.276 -4.262 -0.033 0.071 -0.073 0.20
H 1.061 -0.465 -2.907 -0.034 0.061 -0.059 0.28
H -0.704 1.028 -3.219 -0.109 -0.045 -0.010 0.10
H -1.084 1.578 -4.860 0.025 -0.115 0.044 0.34
H 1.056 2.879 -4.884 -0.074 0.061 -0.020 0.37
H -0.160 3.487 -3.761 0.013 0.039 -0.049 0.40
H 2.145 1.683 -2.898 0.116 0.055 0.008 0.31
H 2.227 3.443 -2.912 0.043 -0.064 0.035 0.36
H 0.149 3.431 -1.373 0.063 0.022 0.049 0.27
H 1.687 2.894 -0.688 -0.072 0.006 0.064 0.31
H -1.423 -0.414 -0.463 -0.089 0.127 0.072 0.34
H -2.535 0.721 0.362 0.099 -0.030 -0.043 0.40
H -0.899 0.876 2.259 0.041 -0.022 0.019 0.23
H 0.153 -0.284 1.433 -0.008 0.071 0.020 0.37
H -1.641 -1.999 1.538 -0.126 -0.005 -0.019 0.37
H -2.702 -0.853 2.373 -0.022 -0.079 -0.010 0.37
H -2.507 -0.839 4.968 -0.200 0.095 -0.031 0.39
H -0.940 -1.718 6.854 0.002 -0.008 0.190 0.38
H 1.232 -2.804 5.861 0.138 -0.083 0.175 0.44
```
Forces are in eV/Å.

Results
SMILES: NC(=O)CCCCC(=O)OCCCc1cccs1
net charge: 0

---

Entry 2:
# C22H41ClNP3SeY

C22H41ClNP3SeY as an isolated structure (ωB97M-V/def2-TZVPD, the Open Molecules 2025 dataset).

Structure (XYZ):
```
70
Properties=species:S:1:pos:R:3:forces:R:3:mulliken_charge:R:1
Y 0.350 0.761 1.060 0.825 -3.731 -2.004 -0.34
P 1.491 -2.399 -0.368 0.296 -0.764 0.014 0.95
P 2.248 0.980 -0.955 0.057 0.994 -1.045 1.24
P -1.580 -1.411 0.993 -2.512 -0.285 0.047 1.00
H -1.723 4.296 -0.142 0.116 -0.788 1.467 0.37
C -1.878 3.550 0.696 0.209 -0.205 0.779 -0.69
C -0.876 2.713 1.205 -2.416 3.504 -0.195 -0.04
H 0.200 3.141 1.201 -1.595 -0.754 -0.082 0.53
C 1.048 -3.013 -2.067 -0.075 0.546 0.474 -1.38
C 3.363 -2.465 -0.482 -0.920 0.228 0.215 -1.09
C 1.141 -3.956 0.635 0.283 0.939 -0.287 -1.16
C 1.721 2.714 -1.325 0.135 0.453 -0.014 -1.31
C 3.998 1.284 -0.618 0.042 -0.036 0.534 -1.48
C 2.459 0.498 -2.713 -0.430 -0.388 0.174 -1.37
C -3.211 -0.495 1.167 0.060 0.106 0.339 -1.36
C -1.804 -2.525 2.447 0.538 0.337 0.127 -1.34
C -2.350 -2.582 -0.241 0.689 0.126 -0.482 -1.16
H -2.934 3.591 1.189 1.856 -0.614 -1.320 0.31
H -1.304 2.067 2.016 0.662 0.702 0.118 0.32
H 1.623 -3.916 -2.298 -0.178 0.179 -0.014 0.50
H 1.251 -2.225 -2.796 0.142 -0.175 -0.036 0.28
H -0.026 -3.208 -2.117 0.128 -0.168 0.027 0.32
H 3.630 -3.444 -0.895 0.242 0.288 0.123 0.54
H 3.814 -2.295 0.501 0.006 -0.286 -0.109 0.35
H 3.706 -1.647 -1.120 0.033 -0.336 -0.127 0.23
H 1.788 -4.753 0.247 -0.301 0.040 0.246 0.53
H 0.081 -4.220 0.558 0.298 -0.101 -0.115 0.35
H 1.356 -3.750 1.690 0.065 -0.276 -0.177 0.31
H 2.640 3.154 -1.754 -0.604 0.248 0.130 0.50
H 1.429 3.310 -0.440 0.302 -0.138 -0.430 0.47
H 0.910 2.767 -2.073 0.311 -0.154 0.342 0.26
H 4.366 1.825 -1.487 0.275 0.010 0.099 0.54
H 4.529 0.342 -0.511 0.167 0.012 0.040 0.37
H 4.142 1.888 0.277 0.114 0.000 0.056 0.43
H 3.099 1.295 -3.106 -0.120 -0.266 -0.167 0.58
H 1.505 0.476 -3.242 0.195 0.041 0.068 0.22
H 2.953 -0.467 -2.813 0.058 0.086 -0.061 0.42
H -3.910 -1.326 1.422 0.164 1.015 -0.167 0.53
H -3.549 0.020 0.241 0.268 -0.414 0.532 0.36
H -3.189 0.233 1.996 -0.169 -0.265 -0.235 0.41
H -2.869 -2.782 2.497 0.314 -0.039 0.051 0.48
H -1.508 -2.014 3.369 -0.093 -0.201 -0.030 0.39
H -1.205 -3.434 2.327 -0.122 0.194 0.102 0.35
H -3.342 -2.826 0.173 0.424 0.077 -0.193 0.55
H -1.760 -3.494 -0.290 -0.033 -0.085 -0.119 0.37
H -2.456 -2.165 -1.258 0.018 -0.182 0.614 0.18
C -2.567 1.574 -2.833 0.401 -0.497 0.257 -0.20
C -2.583 2.921 -2.429 0.326 -0.622 -0.568 0.21
C -3.717 3.645 -2.816 0.068 0.100 0.388 -0.81
C -4.780 3.031 -3.476 -0.373 0.584 -0.024 -0.45
C -4.766 1.693 -3.800 0.127 -0.456 -0.078 -0.69
C -3.656 0.963 -3.405 0.199 -0.538 -0.454 -0.32
Se -1.193 -0.033 -2.430 -0.841 2.670 0.919 -0.04
H -2.011 0.424 -1.270 0.465 -0.952 0.317 -0.10
H -1.752 3.398 -1.903 -0.199 -0.230 -0.525 0.70
H -3.803 4.716 -2.594 0.168 -0.472 -0.011 0.41
H -5.647 3.634 -3.702 -0.011 0.059 -0.194 0.40
H -5.544 1.168 -4.368 0.106 0.513 0.446 0.41
H -3.589 -0.108 -3.551 -0.321 0.100 -0.339 0.39
Cl 4.123 -2.403 4.652 0.234 -0.476 -0.012 -0.11
C 3.088 -1.136 4.264 -0.377 0.290 -0.344 -0.16
C 2.939 -0.066 5.140 -0.186 0.082 -0.243 -0.16
C 2.101 1.004 4.867 -0.136 0.382 0.229 -1.01
C 1.416 0.997 3.663 0.905 -1.310 -0.062 0.03
N 1.591 -0.031 2.784 -0.071 -0.019 0.656 0.13
C 2.378 -1.107 3.075 -0.730 1.388 -0.230 -0.45
H 3.498 -0.103 6.044 0.300 0.132 0.662 0.51
H 2.012 1.809 5.601 -0.104 -0.241 -0.391 0.46
H 0.708 1.780 3.380 0.065 0.213 0.153 0.60
H 2.387 -1.866 2.309 0.259 -0.177 0.137 0.44
```
Forces are in eV/Å.

Results
net charge: +3

---

Entry 3:
# C11H14ClNO

One molecule with the formula C11H14ClNO (ωB97M-V/def2-TZVPD, the Open Molecules 2025 dataset).

Structure (XYZ):
```
28
Properties=species:S:1:pos:R:3:forces:R:3:mulliken_charge:R:1
C -3.731 1.457 -0.361 1.091 1.633 -0.015 -0.15
C -2.612 2.256 -0.092 1.334 -0.218 0.323 -0.72
C -3.609 0.071 -0.364 -3.719 1.076 -1.374 -0.81
C -1.359 1.610 0.260 -0.430 2.104 0.816 0.02
C -2.428 -0.448 -0.086 2.502 -2.702 1.638 0.01
C -1.298 0.222 0.386 0.490 1.761 -1.196 -0.13
C 0.046 -0.410 0.765 0.645 -0.852 0.816 0.30
C 0.783 -1.008 -0.547 -1.825 -0.268 -1.016 0.04
C 2.457 0.523 0.023 -2.221 -0.246 1.117 0.99
C 0.658 -2.531 -0.642 0.869 -1.021 1.563 -1.63
C 3.629 0.743 0.862 3.116 -0.389 -1.728 -1.23
N 2.175 -0.703 -0.482 1.110 0.223 0.132 -0.37
O 0.921 0.456 1.381 1.333 0.117 -1.716 -0.73
Cl 1.964 1.961 -0.873 -0.100 -0.526 0.008 -0.15
H -4.591 2.034 -0.626 -0.849 -0.336 -0.093 0.37
H -2.665 3.403 -0.138 0.034 -2.008 0.072 0.27
H -4.491 -0.593 -0.655 1.361 1.028 0.475 0.29
H -0.474 2.285 0.563 -1.485 -1.425 -0.564 0.26
H -2.409 -1.517 -0.084 0.326 -0.784 -0.010 0.29
H -0.127 -1.298 1.483 0.022 0.906 -1.082 0.33
H 0.341 -0.495 -1.514 0.561 -0.983 1.961 0.28
H 1.466 -3.146 -0.116 -0.531 1.336 -0.382 0.43
H 0.771 -2.761 -1.643 0.116 -0.891 -2.196 0.45
H -0.211 -3.076 -0.270 -0.491 0.921 -0.096 0.32
H 4.182 -0.225 0.945 -0.602 0.718 0.747 0.30
H 3.367 1.251 1.740 -0.596 0.028 1.633 0.31
H 4.410 1.443 0.435 -1.059 -0.673 -0.169 0.33
H 2.839 -1.505 -0.349 -1.003 1.471 0.336 0.35
```
Forces are in eV/Å.

Results
net charge: 0

---

Entry 4:
# C6H10O

One molecule with the formula C6H10O (ωB97M-V/def2-TZVPD, the Open Molecules 2025 dataset).

Structure (XYZ):
```
17
Properties=species:S:1:pos:R:3:forces:R:3:mulliken_charge:R:1
C 2.219 0.254 -0.034 0.142 -0.327 0.308 -0.89
C 1.157 -0.433 -0.446 0.762 0.246 -0.736 0.00
C 0.080 0.365 -1.144 0.169 0.188 -0.254 -0.71
C -1.070 0.887 -0.239 0.110 -0.101 0.099 -0.80
C -1.280 -0.295 0.670 0.273 -0.010 0.422 0.41
C -0.329 -0.626 1.545 -0.795 0.039 0.685 -0.82
O -2.193 -1.240 0.288 -0.159 -0.042 -0.256 -0.50
H 3.169 -0.195 0.202 0.012 -0.220 0.468 0.29
H 2.123 1.321 0.175 0.214 -0.048 -0.564 0.24
H 1.146 -1.519 -0.504 0.137 0.173 -0.068 0.38
H 0.740 1.134 -1.550 -1.050 0.491 -0.498 0.50
H -0.341 -0.236 -1.958 0.129 0.188 0.046 0.24
H -1.958 1.169 -0.828 0.257 -0.177 0.177 0.38
H -0.762 1.782 0.313 0.022 -0.290 0.000 0.25
H 0.353 0.118 1.925 -0.008 -0.123 -0.196 0.40
H -0.197 -1.651 1.864 -0.316 0.057 0.374 0.29
H -2.857 -0.834 -0.280 0.101 -0.042 -0.008 0.34
```
Forces are in eV/Å.

Results
SMILES: C=CCCC(=C)O
net charge: 0

---

Taking the records one at a time from the top gives gap between HOMO and LUMO values of 0.35126; 0.24034; 0.33486; 0.32827 Ha.
Taking the records one at a time from the top gives relative energy (zero: lowest compared OMol25 entry of this formula, charge and spin) values of 0.00; 143.79; 338.16; 196.45 kJ/mol.